Density functional theory data (ωB97M-V/def2-TZVPD) for one molecule with the formula C12H18N2O4S at a distorted geometry.

Output
HOMO level (eV): -8.39
SMILES: COCCCNC(=O)c1ccc(NS(C)(=O)=O)cc1
Electronic energy (a.u.): -1276.20769
LUMO energy (eV): -0.07
HOMO-LUMO gap (eV): 8.3
Energy relative to the best compared isomer or geometry (same formula, charge and spin) (kJ/mol): 1510.4

CARTESIAN COORDINATES (ANGSTROEM)
1 C 3.768 2.806 -5.031
2 O 3.076 1.860 -4.041
3 C 1.677 1.749 -4.531
4 C 0.885 0.846 -3.608
5 C 1.033 1.583 -2.198
6 N 0.391 0.841 -1.187
7 C 0.923 0.421 -0.016
8 O 2.348 0.670 0.284
9 C 0.280 -0.486 0.796
10 C 0.610 -1.487 1.479
11 C 0.127 -2.229 2.533
12 C -1.316 -2.146 2.549
13 N -1.976 -2.750 3.540
14 S -3.432 -2.486 4.169
15 C -2.923 -0.787 5.254
16 O -3.580 -3.341 5.178
17 O -4.340 -2.042 3.357
18 C -1.937 -0.877 1.908
19 C -1.382 -0.153 1.027
20 H 3.714 2.228 -5.997
21 H 4.964 2.790 -4.591
22 H 3.358 3.595 -5.252
23 H 1.135 2.785 -4.726
24 H 1.627 1.311 -5.574
25 H 1.558 0.107 -3.405
26 H -0.028 0.925 -3.852
27 H 2.016 1.783 -1.880
28 H 0.500 2.640 -2.205
29 H -0.502 0.511 -1.280
30 H 1.789 -1.494 1.518
31 H 0.572 -2.879 2.984
32 H -1.397 -3.643 4.072
33 H -2.393 -0.495 4.486
34 H -3.931 -0.596 5.690
35 H -2.476 -1.219 5.897
36 H -2.972 -1.012 2.136
37 H -1.764 0.672 0.518